Record 1
Computed, not measured: one molecule with the formula C19H20N2O3, with ωB97M-V with the def2-TZVPD basis set.

CARTESIAN COORDINATES (ANGSTROEM)
C  -7.47275  1.36589  -0.77889
C  -6.01762  0.97972  -0.96485
O  -5.72580  -0.10436  -0.08239
C  -4.44001  -0.52554  -0.09282
O  -3.57753  -0.06439  -0.79366
N  -4.31169  -1.54932  0.80292
N  -3.24235  -2.39250  0.95011
C  -2.03622  -1.99476  0.91493
C  -1.45844  -0.65607  0.84927
C  -2.00529  0.41053  1.55476
C  -1.40933  1.65647  1.53323
C  -0.25653  1.84818  0.79343
C  0.31379  0.80026  0.09117
C  -0.27105  -0.45903  0.11851
O  0.20846  -1.55215  -0.53348
C  1.34230  -1.41599  -1.36517
C  2.60783  -1.14087  -0.60848
C  3.63993  -0.46808  -1.11069
C  4.90556  -0.19778  -0.44277
C  5.97946  0.27593  -1.19864
C  7.20142  0.54018  -0.61091
C  7.37410  0.34558  0.74929
C  6.31391  -0.11241  1.51483
C  5.09291  -0.38178  0.92793
H  -8.11617  0.52062  -1.00728
H  -7.65068  1.67000  0.24897
H  -7.71813  2.19001  -1.44219
H  -5.34829  1.81577  -0.73267
H  -5.81796  0.66218  -1.99459
H  -5.17726  -1.97661  1.10839
H  -1.32242  -2.81031  0.95478
H  -2.89738  0.24889  2.14248
H  -1.84350  2.47429  2.08822
H  0.21208  2.82079  0.76109
H  1.22143  0.97217  -0.46539
H  1.16869  -0.65448  -2.13732
H  1.41912  -2.39262  -1.86013
H  2.63132  -1.56006  0.38711
H  3.56917  -0.09062  -2.12489
H  5.85082  0.42997  -2.26097
H  8.02165  0.90143  -1.21414
H  8.32762  0.55380  1.21152
H  6.44072  -0.25810  2.57784
H  4.27412  -0.72480  1.54154

Cartesian forces (eV/Å) of the 3 atoms listed first:
0.40 -0.26 0.09
0.00 0.35 -0.33
-0.07 -0.17 0.27

For the orbital gap, the calculation gives 8.88 eV. The energy relative to the best compared isomer or geometry (same formula, charge and spin) comes out at 328.3 kJ/mol. As for the multiplicity: 1. Its total energy is -29148.915 eV. The calculation puts the LUMO energy at 0.0218 Ha. The structure (SMILES) is CCOC(=O)N/N=C\c1ccccc1OC/C=C/c1ccccc1.

***

Record 2
Computed, not measured: one molecule with the formula C19H20N2O3S, with ωB97M-V with the def2-TZVPD basis set.

CARTESIAN COORDINATES (ANGSTROEM)
C  -0.84589  0.78424  1.94943
O  -1.44106  0.58582  0.68773
C  -2.60036  1.36521  0.46321
C  -2.31798  2.83342  0.12303
C  -1.71126  2.99622  -1.26976
N  -0.44384  2.31252  -1.38259
C  0.67106  2.91870  -1.81546
O  0.73290  4.08403  -2.14487
C  1.91340  2.01186  -1.92230
N  1.74224  0.68505  -1.41479
C  1.17743  -0.34361  -2.09983
C  1.03617  -1.44711  -1.29457
C  0.46382  -2.72220  -1.73494
O  0.59962  -3.14440  -2.87026
C  -0.32379  -3.43711  -0.72863
C  -1.03979  -2.91901  0.32024
C  -1.75842  -3.90111  1.02389
C  -1.58216  -5.14791  0.50325
S  -0.55915  -5.14951  -0.86997
C  1.58682  -1.08645  -0.02035
C  1.82082  -1.77420  1.17006
C  2.42622  -1.10549  2.21126
C  2.80841  0.23328  2.09326
C  2.61020  0.93177  0.92173
C  2.01088  0.26001  -0.13674
H  -0.39588  1.77812  2.03902
H  -1.58165  0.65378  2.75114
H  -0.06400  0.03439  2.04812
H  -3.25306  1.31120  1.34598
H  -3.11073  0.88335  -0.37604
H  -3.25877  3.38314  0.16147
H  -1.64549  3.26216  0.86742
H  -1.52842  4.05061  -1.49231
H  -2.40490  2.59372  -2.01822
H  -0.42685  1.36152  -1.03893
H  2.73438  2.51004  -1.40073
H  2.17663  1.96910  -2.98423
H  0.88101  -0.23284  -3.12546
H  -1.06712  -1.86954  0.55203
H  -2.37644  -3.69368  1.87928
H  -1.99964  -6.07250  0.85078
H  1.53625  -2.80999  1.27141
H  2.61372  -1.62311  3.14026
H  3.27538  0.72419  2.93376
H  2.91932  1.96234  0.83324

Cartesian forces (eV/Å) of the 3 atoms listed first:
0.11 0.05 0.12
0.01 -0.15 -0.24
-0.26 0.26 0.08

For the orbital gap, the calculation gives 8.54 eV. The energy relative to the best compared isomer or geometry (same formula, charge and spin) comes out at 102.2 kJ/mol. As for the multiplicity: 1. Its total energy is -39985.991 eV. The calculation puts the LUMO energy at 0.0067 Ha. The structure (SMILES) is COCCCNC(=O)Cn1cc(C(=O)c2cccs2)c2ccccc21.

***

Record 3
Computed, not measured: one molecule with the formula C19H20N2O6, with ωB97M-V with the def2-TZVPD basis set.

CARTESIAN COORDINATES (ANGSTROEM)
C  -6.12847  -2.26685  -0.39657
C  -4.82419  -2.27889  -1.18157
O  -4.11122  -1.05252  -1.03105
C  -3.35719  -0.92646  0.07368
O  -3.23819  -1.80697  0.90131
C  -2.71040  0.37527  0.11764
C  -2.82396  1.38787  -0.83629
C  -2.03211  2.43095  -0.36335
O  -1.61939  3.67450  -0.68843
C  -0.79299  4.05453  0.31835
C  -0.65092  3.10774  1.29009
C  -1.46293  2.03367  0.85624
N  -1.88436  0.78151  1.15323
C  -1.43211  0.02181  2.28676
C  0.08825  -0.20746  2.28055
O  0.71516  -0.31634  3.31053
N  0.59923  -0.27810  1.03230
C  1.93796  -0.35371  0.63161
C  2.98382  -0.67065  1.47675
C  4.28671  -0.72603  1.00376
C  4.54786  -0.46480  -0.33230
O  5.78051  -0.49205  -0.91417
C  6.89036  -0.81444  -0.11144
C  3.49597  -0.13954  -1.19486
C  2.20063  -0.07925  -0.72584
O  1.10290  0.23870  -1.48289
C  1.29593  0.56512  -2.83786
H  -6.67787  -3.18393  -0.58868
H  -6.73773  -1.41651  -0.69328
H  -5.91923  -2.19790  0.66801
H  -4.18876  -3.10459  -0.84415
H  -5.01082  -2.36602  -2.25393
H  -3.40931  1.33477  -1.73035
H  -0.35917  5.03148  0.23283
H  -0.05045  3.17582  2.17313
H  -1.68088  0.54239  3.21693
H  -1.93375  -0.95007  2.28482
H  -0.03146  -0.15453  0.25070
H  2.77531  -0.86764  2.51482
H  5.07738  -0.97544  1.69158
H  6.80075  -1.81950  0.31277
H  7.75335  -0.77910  -0.77455
H  7.02540  -0.08929  0.69732
H  3.74213  0.06091  -2.22412
H  1.95135  1.43394  -2.94870
H  1.71037  -0.27871  -3.39752
H  0.30655  0.80629  -3.22383

Cartesian forces (eV/Å) of the 3 atoms listed first:
0.37 0.15 -0.12
-0.25 -0.53 0.13
0.11 0.34 0.00

For the orbital gap, the calculation gives 8.33 eV. The energy relative to the best compared isomer or geometry (same formula, charge and spin) comes out at 186.3 kJ/mol. As for the multiplicity: 1. Its total energy is -35291.992 eV. The calculation puts the LUMO energy at 0.0201 Ha. The structure (SMILES) is CCOC(=O)c1cc2occc2n1CC(=O)Nc1ccc(OC)cc1OC.

***

Record 4
Computed, not measured: one molecule with the formula C19H20N2O6S2, with ωB97M-V with the def2-TZVPD basis set.

CARTESIAN COORDINATES (ANGSTROEM)
O  0.37743  5.00830  0.40948
C  0.89665  3.96058  0.10606
C  2.41893  3.83320  0.01368
O  2.84840  2.53758  -0.36569
C  3.60610  1.84197  0.52674
O  3.91822  2.27861  1.60654
C  3.95646  0.53449  -0.01364
C  4.71120  -0.32294  0.69629
C  5.11730  -1.61879  0.27128
C  5.89208  -2.51622  0.97086
C  6.11747  -3.71338  0.27503
C  5.51651  -3.72636  -0.94826
S  4.66371  -2.28000  -1.27704
N  0.24878  2.80317  -0.18520
C  -1.11885  2.54108  -0.19754
C  -2.08105  3.51176  0.07618
C  -3.42643  3.18583  0.04165
C  -3.83566  1.89682  -0.25937
C  -2.87308  0.94194  -0.52352
S  -3.38927  -0.72951  -0.89804
O  -4.36261  -0.71174  -1.94864
O  -2.21025  -1.53533  -1.07939
N  -4.19868  -1.09608  0.52869
C  -3.32330  -1.46487  1.62358
C  -2.95781  -2.95212  1.56152
O  -4.11633  -3.75609  1.50314
C  -4.89696  -3.44097  0.37005
C  -5.34406  -1.97806  0.40555
C  -1.52922  1.24154  -0.49803
H  2.78014  4.55129  -0.72905
H  2.84882  4.09132  0.98999
H  3.59150  0.29901  -1.00188
H  5.04647  -0.01412  1.67917
H  6.28061  -2.30936  1.95188
H  6.69876  -4.53164  0.66000
H  5.52574  -4.50939  -1.68068
H  0.84309  2.02386  -0.44521
H  -1.76491  4.51488  0.31089
H  -4.15972  3.94915  0.25111
H  -4.87563  1.61893  -0.29867
H  -2.42626  -0.84852  1.55605
H  -3.84746  -1.24469  2.55935
H  -2.42091  -3.25772  2.46120
H  -2.33192  -3.12597  0.67542
H  -4.31528  -3.61322  -0.54814
H  -5.75494  -4.11467  0.39493
H  -5.99696  -1.80227  1.26646
H  -5.85957  -1.70967  -0.51573
H  -0.81915  0.45849  -0.71856

Cartesian forces (eV/Å) of the 3 atoms listed first:
0.01 0.26 0.06
0.41 -0.38 -0.12
0.11 0.62 0.40

For the orbital gap, the calculation gives 8.28 eV. The energy relative to the best compared isomer or geometry (same formula, charge and spin) comes out at 23.5 kJ/mol. As for the multiplicity: 1. Its total energy is -56962.663 eV. The calculation puts the LUMO energy at -0.0229 Ha. The structure (SMILES) is O=C(COC(=O)/C=C/c1cccs1)Nc1cccc(S(=O)(=O)N2CCOCC2)c1.

***

What is the formula in the fourth record? C19H20N2O6S2